[1]
Computed, not measured: C19H10N5O4PtS as an isolated structure at a distorted geometry, with ωB97M-V/def2-TZVPD.

Its relative energy (zero: lowest compared OMol25 entry of this formula, charge and spin) is 2.8 kcal/mol. As for the HOMO energy (alpha / beta): -0.3321 / -0.4382 Ha.

Structure (ORCA input):
```
! wB97M-V def2-TZVPD RIJCOSX def2/J DEFGRID3
* xyz 1 3
Pt -0.37698 0.07713 -0.00001
S 4.86171 5.29822 0.00002
N 4.99998 3.69482 0.00001
C 3.78090 3.19664 0.00000
C 3.43849 1.79420 0.00000
C 4.33914 0.74719 0.00000
C 3.85732 -0.56964 -0.00001
C 2.50136 -0.80208 -0.00002
N 1.60491 0.19729 -0.00001
C 2.05463 1.49971 -0.00001
C 1.06815 2.48540 0.00000
N -0.24678 2.03354 0.00000
C -1.25717 2.94130 0.00000
C -1.01929 4.28552 0.00001
C 0.31189 4.76606 0.00001
C 1.35907 3.86693 0.00001
C 2.76278 4.21270 0.00001
N 3.25615 5.43292 0.00002
H 5.39769 0.96917 0.00000
H 4.53883 -1.40643 -0.00001
H 2.09937 -1.80547 -0.00002
H -2.26211 2.54450 0.00000
H -1.85328 4.97021 0.00001
H 0.53495 5.82429 0.00001
O -2.40057 0.08624 -0.00002
C -3.13629 -0.91311 -0.00002
C -2.74396 -2.28442 -0.00001
C -3.75441 -3.24697 -0.00001
C -3.43365 -4.58457 0.00001
C -2.10777 -5.01716 0.00001
C -1.09454 -4.09027 0.00001
C -1.37177 -2.70629 -0.00001
O -0.36287 -1.89021 -0.00001
N -4.52140 -5.57530 0.00002
O -5.65756 -5.14736 0.00001
O -4.19796 -6.74293 0.00003
H -4.21006 -0.71106 -0.00003
H -4.79713 -2.95613 -0.00001
H -1.90436 -6.07880 0.00002
H -0.05741 -4.39580 0.00001
*
```

=====

[2]
Computed, not measured: one molecule with the formula C5H13NO at a distorted geometry, with ωB97M-V/def2-TZVPD.

The SMILES is CCNCCCO. Its relative energy (zero: lowest compared OMol25 entry of this formula, charge and spin) is 31.5 kcal/mol. As for the HOMO energy: -0.3159 Ha.

Structure (ORCA input):
```
! wB97M-V def2-TZVPD RIJCOSX def2/J DEFGRID3
* xyz 0 1
C -0.47377 -0.86333 2.98669
C 0.07249 0.25438 2.11043
N 0.25662 -0.20073 0.72608
C -0.09623 0.74849 -0.32067
C 0.83642 0.61132 -1.54924
C 0.23579 -0.34819 -2.57652
O -0.90655 0.22661 -3.16912
H 0.17832 -1.71578 3.03585
H -0.45836 -0.46768 4.00888
H -1.49534 -1.04549 2.69666
H 1.02693 0.58737 2.52459
H -0.69137 1.03667 2.12876
H -0.28273 -1.04326 0.58343
H -1.14594 0.63351 -0.62252
H -0.00510 1.77035 0.03113
H 1.06616 1.56237 -2.01371
H 1.75195 0.17765 -1.14751
H -0.00117 -1.27370 -2.02815
H 1.00607 -0.65798 -3.29855
H -0.87417 0.00743 -4.10651
*
```

=====

[3]
Computed, not measured: a 2-piece molecular cluster, CH6N2O overall at a distorted geometry, with ωB97M-V/def2-TZVPD.

The SMILES is [H]/N=C\N.O. Its relative energy (zero: lowest compared OMol25 entry of this formula, charge and spin) is 44.7 kcal/mol. As for the HOMO energy: -0.3431 Ha.

Structure (ORCA input):
```
! wB97M-V def2-TZVPD RIJCOSX def2/J DEFGRID3
* xyz 0 1
H -1.53081 -0.18276 1.77929
N -0.95031 0.54306 1.35501
C 0.24968 0.13207 1.13132
N 0.63973 -0.90931 0.27148
H 1.03406 0.89100 1.34144
H 1.64894 -1.04014 0.20927
H 0.22407 -1.80684 0.48711
O -0.08726 0.31356 -2.28123
H 0.31774 1.19201 -2.23191
H -0.21179 0.21009 -1.23959
*
```

=====

[4]
Computed, not measured: a 2-piece molecular cluster, C17H27BF4IN3O3S overall at a distorted geometry, with ωB97M-V/def2-TZVPD.

As for the HOMO energy: -0.3159 Ha.

Structure (ORCA input):
```
! wB97M-V def2-TZVPD RIJCOSX def2/J DEFGRID3
* xyz 0 1
O -2.85586 5.02361 -4.72356
S -1.32304 4.77980 -4.58431
O -0.67180 4.30756 -5.93557
O -0.65683 6.30454 -4.07835
C -0.87996 3.54544 -3.23480
C -1.65030 2.07412 -3.40923
C -2.09152 1.51206 -1.91981
N -1.95955 0.01449 -1.75184
C -3.24562 -0.31653 -0.96567
C -2.82086 -1.71121 -0.14603
N -1.34537 -1.91988 -0.53888
C -1.13542 -2.86927 -1.69805
C 0.40988 -3.45459 -1.81723
C 0.72525 -3.54385 -3.45651
I 1.83256 -1.72290 -3.95810
C -0.90605 -0.47066 -0.73646
N 0.11729 0.21214 -0.12658
C 1.04199 -0.43607 0.89257
C 1.15547 0.37706 2.31872
C 1.10328 -0.67162 3.59753
C 0.02578 -1.93145 3.72765
C 0.01920 -2.98926 4.99000
C 1.12610 -2.80548 6.21231
C 2.18314 -1.54845 6.10775
C 2.18184 -0.49437 4.83183
H -1.07214 6.57370 -3.20299
H -1.11414 4.06684 -2.20996
H 0.27828 3.28840 -3.29086
H -2.65975 2.26759 -4.01643
H -1.00653 1.32536 -4.03746
H -3.24731 1.78779 -1.80762
H -1.51763 2.14614 -1.11563
H -4.25264 -0.38532 -1.55778
H -3.16384 0.46961 -0.07219
H -2.71586 -1.61533 1.02995
H -3.50696 -2.59095 -0.51515
H -1.54573 -2.41451 -2.70635
H -1.81470 -3.82788 -1.48675
H 0.49827 -4.55784 -1.40683
H 1.20256 -2.81117 -1.23616
H 1.33775 -4.50748 -3.73121
H -0.31737 -3.65021 -4.01710
H 0.30503 1.23247 -0.33727
H 2.13475 -0.45185 0.41810
H 0.75271 -1.57496 1.05030
H 2.24708 0.85891 2.34907
H 0.40944 1.27108 2.43578
H -0.75128 -2.05518 2.84094
H -0.77535 -3.87916 4.96452
H 1.10389 -3.59822 7.08702
H 2.95520 -1.43034 7.00064
H 2.99228 0.37289 4.83800
B 4.57280 2.48487 2.62719
F 4.96309 1.31767 1.85323
F 4.27169 2.08311 3.99157
F 5.66230 3.44764 2.63483
F 3.39449 3.09111 2.02919
*
```

=====

[5]
Computed, not measured: C37H38N8O6RbS as an isolated structure at a distorted geometry, with ωB97M-V/def2-TZVPD.

Its relative energy (zero: lowest compared OMol25 entry of this formula, charge and spin) is 19.1 kcal/mol. As for the HOMO energy: -0.1777 Ha.

Structure (ORCA input):
```
! wB97M-V def2-TZVPD RIJCOSX def2/J DEFGRID3
* xyz -1 1
Rb -0.74675 -0.18860 -0.54862
O -0.51376 -3.59565 6.77802
C -0.58089 -4.29254 5.76348
O -0.77887 -5.49758 5.60828
C -0.39212 -3.47848 4.41326
C -0.54175 -4.07763 3.17370
C -0.48647 -3.27838 2.02633
N -0.14493 -1.99444 2.08415
C 0.06282 -1.42564 3.26789
C -0.12338 -2.12057 4.46463
C 0.42225 0.00157 3.28821
C 1.11109 0.55036 4.37888
C 1.32680 1.91260 4.42619
C 0.87891 2.69857 3.37331
C 0.25422 2.06005 2.31161
N 0.02736 0.76110 2.26898
C -0.84396 -3.80138 0.69361
C -1.69945 -4.89986 0.56599
C -2.07619 -5.31548 -0.69725
C -1.60830 -4.61773 -1.79939
C -0.74092 -3.55660 -1.57577
N -0.35754 -3.17015 -0.37227
H -0.70073 -5.14526 3.14217
H -0.08638 -1.65206 5.43678
H 1.45867 -0.08219 5.17790
H 1.81534 2.35977 5.28162
H 1.01225 3.77069 3.38041
H -0.09649 2.62455 1.45728
H -2.07980 -5.40435 1.43842
H -2.74077 -6.16056 -0.82224
H -1.91342 -4.88887 -2.80025
H -0.33571 -2.99147 -2.40791
N 2.25448 -1.38304 -0.84165
C 3.53670 -1.29609 -1.51281
C 3.38158 -1.37786 -3.03122
C 2.29512 -0.44172 -3.57765
N 1.02199 -1.13927 -3.67419
H 2.36415 -1.68339 0.12046
H 1.66338 -2.07194 -1.29771
H 4.25148 -2.08200 -1.20340
H 3.98626 -0.32854 -1.25376
H 3.12021 -2.40168 -3.30793
H 4.34298 -1.13359 -3.49106
H 2.63192 -0.05082 -4.55514
H 2.16539 0.39056 -2.88672
H 0.99625 -1.70695 -4.51518
H 0.25632 -0.47663 -3.70906
C -3.21113 2.45658 -3.89787
C -2.90029 1.15235 -3.15054
O -1.77162 1.02796 -2.67361
C -3.96171 0.18733 -3.04434
C -5.11195 0.28645 -3.84698
C -6.17613 -0.56606 -3.72309
C -6.14183 -1.56534 -2.73874
C -5.04773 -1.71303 -1.94708
C -3.88010 -0.87489 -2.05567
O -2.90126 -1.06244 -1.30516
H -2.36753 3.13425 -3.78106
H -4.10647 2.92602 -3.49792
H -3.35927 2.26365 -4.95761
H -5.15620 1.05052 -4.61167
H -7.03443 -0.47478 -4.37471
H -6.99886 -2.21687 -2.61625
H -5.00004 -2.48931 -1.19422
S -4.68574 2.68194 2.03816
C -4.17850 3.64617 0.70977
C -3.04836 3.12696 0.16407
N -2.57802 2.01262 0.76507
C -3.31720 1.65363 1.74565
H -4.73045 4.51571 0.41723
H -2.52538 3.53044 -0.68242
H -3.13294 0.80364 2.37060
O 6.75152 2.00785 2.79292
C 5.50505 2.38463 3.28027
N 4.49039 2.39809 2.24311
C 4.69085 3.20150 1.16764
O 5.65617 3.95517 1.12352
C 3.68789 3.14384 0.07918
C 3.69829 4.18598 -0.85371
C 2.76437 4.19356 -1.86834
C 1.85237 3.14575 -1.93122
N 1.86679 2.12779 -1.08406
C 2.75589 2.11899 -0.10980
H 7.01057 2.67531 2.13615
H 5.54868 3.39478 3.72110
H 5.22318 1.66238 4.04769
H 3.77715 1.68943 2.23151
H 4.44276 4.96251 -0.75535
H 2.73610 4.99880 -2.58587
H 1.09406 3.10252 -2.70201
H 2.72176 1.23678 0.51529
*
```

=====

[6]
Computed, not measured: C30H60F2HgN5O12S2 as an isolated structure at a distorted geometry, with ωB97M-V/def2-TZVPD.

As for the HOMO energy: -0.1034 Ha.

Structure (ORCA input):
```
! wB97M-V def2-TZVPD RIJCOSX def2/J DEFGRID3
* xyz -1 1
Hg -2.27002 -0.46294 1.94438
O -1.37747 -4.61754 3.95994
C -0.76529 -5.39275 2.90709
C -1.52765 -5.37552 1.54171
O -2.91111 -5.27766 1.36497
H -0.55727 -6.43001 3.16964
H 0.24065 -5.04052 2.67879
H -1.20960 -6.19143 0.89268
H -1.16140 -4.54929 0.93236
N -0.76688 0.02261 0.45371
S -0.27341 1.13586 -0.45345
O -0.93649 1.14791 -1.73426
O 1.14988 1.47457 -0.45722
F -1.00529 2.33018 0.35629
S 0.21476 -1.12854 -0.42528
O 1.67900 -1.14152 -0.23803
O -0.33066 -1.63403 -1.64722
F -0.19063 -2.38097 0.44591
N 5.51525 2.57504 -1.35838
C 4.30356 3.10595 -1.09897
C 4.48304 4.43061 -0.71839
C 5.85277 4.67644 -0.64576
C 6.50457 3.53662 -1.06754
H 5.72414 1.65139 -1.70957
H 3.49579 2.40623 -1.25483
H 3.71837 5.09407 -0.34221
H 6.31734 5.59820 -0.32805
H 7.54891 3.28892 -1.18757
N -0.44241 -4.67673 -2.01891
C -0.46624 -4.18272 -3.28773
C 0.48428 -4.84560 -3.99792
C 1.19550 -5.64604 -3.11109
C 0.56834 -5.62319 -1.92121
H -1.08212 -4.34636 -1.31058
H -1.09641 -3.34813 -3.55744
H 0.77748 -4.64696 -5.01820
H 2.09740 -6.16233 -3.40506
H 0.66787 -6.10536 -0.95996
N -0.63129 4.47450 -3.18600
C 0.57999 4.17140 -2.69281
C 0.52097 4.45935 -1.37464
C -0.68215 4.97560 -1.03972
C -1.36553 5.06453 -2.22084
H -0.99652 4.26740 -4.10460
H 1.25534 3.64870 -3.35393
H 1.32168 4.21328 -0.69294
H -1.06362 5.21102 -0.05714
H -2.40180 5.33804 -2.35401
N 2.94621 1.29742 2.17791
C 3.20326 0.11453 2.83825
C 3.86190 0.32083 4.03742
C 3.85374 1.71658 4.17907
C 3.42338 2.27065 2.97095
H 2.61992 1.43385 1.23185
H 2.92987 -0.81061 2.35270
H 4.21847 -0.38840 4.76970
H 4.28878 2.33665 4.94891
H 3.37832 3.32190 2.72752
C 0.35638 2.16602 4.47829
C -0.47552 2.15425 3.22532
O -1.55939 1.30637 3.37918
H 1.17226 2.86654 4.30023
H 0.79640 1.18904 4.67826
H -0.14972 2.52608 5.37402
H 0.07026 1.78624 2.35654
H -0.85513 3.12477 2.90583
H -2.06908 1.74633 4.06348
C 0.62904 -1.55948 4.79178
C 0.30595 -1.50390 3.22603
O -1.00462 -1.94218 3.12405
H 1.67154 -1.31652 4.99734
H 0.53604 -2.59326 5.12457
H 0.03587 -0.91074 5.43628
H 0.94454 -2.23393 2.72868
H 0.47523 -0.54710 2.73209
H -1.00392 -2.82608 3.49865
C -3.85951 3.05291 0.81346
C -4.18134 1.62216 0.32619
O -4.12162 0.78154 1.50689
H -3.57305 3.57825 -0.09762
H -3.03154 3.05325 1.52238
H -4.76668 3.41720 1.29557
H -3.45137 1.33419 -0.43032
H -5.11923 1.55173 -0.22472
H -5.01539 0.66025 1.83564
C -3.43104 -2.98550 -1.47295
C -3.93874 -2.12697 -0.30507
O -3.11178 -2.33607 0.83475
H -2.54360 -2.55985 -1.94133
H -4.13080 -3.10433 -2.30019
H -3.23268 -3.99526 -1.11360
H -4.91744 -2.52599 -0.03853
H -4.16773 -1.11494 -0.63892
H -3.00528 -3.27303 1.01461
C 2.85697 -1.69614 -3.40143
C 3.04819 -0.32358 -2.89620
O 3.56200 -0.37581 -1.56651
H 3.62693 -2.39311 -3.07055
H 2.72574 -1.71408 -4.48335
H 1.97222 -2.19550 -3.00649
H 2.07938 0.16506 -2.79260
H 3.71176 0.24801 -3.54509
H 2.82831 -0.72703 -1.05667
C -4.20490 1.63721 -3.39299
C -3.33702 0.75912 -4.34264
O -2.49862 -0.10439 -3.66934
H -3.62132 2.32192 -2.77760
H -4.68610 1.01417 -2.63908
H -4.94416 2.26538 -3.88997
H -2.74895 1.33185 -5.05976
H -4.05379 0.21818 -4.96048
H -2.02304 0.40146 -3.00637
*
```

=====

[7]
Computed, not measured: a 2-piece molecular cluster, C7H9ClO4 overall at a distorted geometry, with ωB97M-V/def2-TZVPD.

As for the HOMO energy: -0.0005 Ha.

Structure (ORCA input):
```
! wB97M-V def2-TZVPD RIJCOSX def2/J DEFGRID3
* xyz -2 1
C -1.71532 -1.08368 0.79670
C 0.30909 -2.13674 -1.14374
C 0.94266 -0.08122 1.18018
C -0.60510 1.82462 0.48795
C 1.17992 0.80477 -1.14063
C -0.77161 -0.60113 -0.25703
C 0.11549 0.53154 0.02979
O -1.70735 -0.41556 1.88217
O 1.11722 -2.56365 -0.34234
O -2.28406 -2.20925 0.58887
O -0.00811 -2.32134 -2.28480
Cl -1.75354 -0.03200 -1.75537
H 1.83061 0.60998 1.36069
H 1.24287 -1.03576 0.91995
H 0.37343 -0.13332 2.07084
H -1.21427 2.13002 -0.31108
H -1.17297 1.30827 1.39831
H -0.02328 2.68601 0.80049
H 1.49123 -0.13605 -1.44816
H 1.97474 1.57073 -0.86970
H 0.67833 1.28374 -1.96309
*
```

=====

[8]
Computed, not measured: an isolated ion of composition C5H7NO6 and charge -2 at a distorted geometry, with ωB97M-V/def2-TZVPD.

Its relative energy (zero: lowest compared OMol25 entry of this formula, charge and spin) is 111.8 kcal/mol. As for the HOMO energy: 0.0666 Ha.

Structure (ORCA input):
```
! wB97M-V def2-TZVPD RIJCOSX def2/J DEFGRID3
* xyz -2 1
C 2.39816 -0.76726 -0.85749
C -1.29260 0.55354 -0.06279
C -1.54904 0.37790 1.38488
C 0.91164 -0.64594 -0.65168
C 0.28287 0.73383 -0.46303
N -1.45689 -0.80900 2.18154
O 2.91299 -1.88726 -1.17353
O -1.85101 -1.96222 1.46289
O 3.06440 0.39017 -0.76705
O 0.18923 -1.63947 -0.95818
O 1.02703 1.35096 0.52508
O 0.32415 1.38526 -1.76832
H -1.69369 -0.22106 -0.68161
H -1.74810 1.43410 -0.49944
H -0.90799 1.07699 2.00942
H -2.67421 0.77840 1.38380
H -1.08822 -2.28544 0.85589
H 2.06860 1.15363 0.34842
H 1.08267 0.98288 -2.26880
*
```